Entry from the Open Molecules 2025 dataset: C39H27N10ORhSe as an isolated structure (ωB97M-V/def2-TZVPD).

Last column: Löwdin charge in e.
Atoms and positions in Å:
Rh 0.57 -0.15 0.38  1.210
C -2.60 -3.52 5.03  -0.074
C -2.73 -2.27 5.64  -0.074
C -2.25 -1.12 5.04  -0.009
C -1.61 -1.26 3.81  -0.106
C -0.95 -0.30 2.94  -0.280
N -0.43 -0.98 1.88  0.007
C -0.67 -2.31 2.01  -0.292
N -0.17 -3.29 1.28  0.226
C 0.62 -3.11 0.25  -0.264
C 1.44 -4.17 -0.34  -0.101
C 1.65 -5.49 0.03  -0.003
C 2.58 -6.21 -0.69  -0.070
C 3.29 -5.63 -1.76  -0.072
C 3.07 -4.31 -2.12  -0.007
C 2.14 -3.59 -1.39  -0.101
C 1.76 -2.18 -1.43  -0.256
N 2.26 -1.31 -2.28  0.217
C 2.13 0.00 -2.16  -0.248
N 1.54 0.68 -1.15  0.020
C 1.75 2.02 -1.30  -0.250
N 1.35 2.99 -0.51  0.221
C 0.69 2.81 0.62  -0.260
N 0.33 1.64 1.20  0.016
C -0.34 1.88 2.36  -0.270
N -0.91 0.99 3.16  0.210
C -0.43 3.32 2.55  -0.111
C -1.02 4.09 3.54  -0.015
C -0.97 5.47 3.39  -0.079
C -0.35 6.05 2.28  -0.078
C 0.24 5.28 1.30  -0.011
C 0.20 3.90 1.45  -0.110
C 2.54 2.22 -2.51  -0.101
C 3.07 3.36 -3.09  -0.008
C 3.81 3.20 -4.25  -0.074
C 4.00 1.93 -4.82  -0.074
C 3.47 0.79 -4.24  -0.009
C 2.75 0.96 -3.07  -0.102
N 0.83 -1.96 -0.46  0.026
C -1.47 -2.51 3.21  -0.109
C -1.97 -3.66 3.81  -0.007
H -2.99 -4.40 5.53  0.102
H -3.20 -2.20 6.61  0.102
H -2.35 -0.15 5.50  0.114
H 1.12 -5.92 0.87  0.116
H 2.79 -7.24 -0.43  0.103
H 4.01 -6.22 -2.29  0.102
H 3.61 -3.86 -2.95  0.114
H -1.50 3.63 4.39  0.113
H -1.42 6.10 4.14  0.101
H -0.34 7.13 2.19  0.101
H 0.71 5.72 0.43  0.113
H 2.92 4.33 -2.65  0.114
H 4.26 4.06 -4.73  0.102
H 4.58 1.85 -5.73  0.102
H 3.61 -0.19 -4.67  0.114
H -1.87 -4.62 3.32  0.114
Se 2.82 -2.06 3.74  0.593
C 2.44 -1.10 2.33  -0.927
N 2.23 -0.44 1.37  -0.050
O -1.54 0.61 -0.42  0.030
C -2.76 0.52 -0.37  -0.444
C -3.50 -0.64 0.24  -0.079
C -4.54 -0.08 1.25  -0.165
C -4.10 1.20 1.98  -0.177
C -4.36 2.54 1.27  -0.171
C -3.50 2.76 0.03  -0.157
N -3.56 1.55 -0.81  0.070
H -2.78 -1.29 0.73  0.099
H -3.99 -1.23 -0.54  0.130
H -4.73 -0.86 1.99  0.110
H -5.49 0.10 0.73  0.107
H -3.04 1.14 2.23  0.086
H -4.63 1.23 2.94  0.114
H -4.17 3.35 1.98  0.110
H -5.42 2.61 0.99  0.112
H -2.45 2.94 0.29  0.111
H -3.85 3.62 -0.55  0.117
H -4.52 1.25 -0.91  0.124

LUMO level (spin up / spin down) = -1.489 / -1.490 eV
Total charge = 0

Entry from the Open Molecules 2025 dataset: a 2-piece molecular cluster, C4H12O3 overall (ωB97M-V/def2-TZVPD).

Last column: Löwdin charge in e.
Atoms and positions in Å:
O -3.05 1.03 2.16  -0.081
C -1.74 0.67 1.61  -0.233
C -1.72 -0.64 0.79  -0.184
C -0.26 -1.11 0.82  -0.187
C 0.48 -0.66 -0.59  -0.242
O 0.61 0.77 -0.75  -0.122
H -3.38 0.18 2.48  0.063
H -1.07 0.56 2.43  0.097
H -1.35 1.39 0.96  0.086
H -1.92 -0.34 -0.28  0.114
H -2.38 -1.53 1.13  0.134
H 0.60 -0.81 1.43  0.103
H -0.28 -2.22 0.79  0.103
H 1.51 -1.00 -0.43  0.098
H -0.16 -1.11 -1.43  0.130
H 1.55 1.10 -0.62  0.119
O 4.17 1.25 -3.09  -0.132
H 3.45 1.53 -3.77  0.086
H 4.95 0.95 -3.64  0.047

LUMO level = 0.619 eV
Total charge = 0
SMILES string = OCCCCO.O

Entry from the Open Molecules 2025 dataset: a 19-piece molecular cluster, H39O19 overall (ωB97M-V/def2-TZVPD).

Last column: Löwdin charge in e.
Atoms and positions in Å:
O -1.54 -1.13 0.79  -0.057
H -3.16 -0.01 -2.16  0.090
H -2.46 -1.24 0.52  0.038
O 1.49 -2.20 1.08  -0.051
H 1.98 -1.85 1.84  0.079
H -0.56 2.60 0.79  0.032
O -2.98 -0.25 4.30  -0.048
H -2.86 -2.90 -2.31  0.083
H -2.87 -1.28 -1.17  0.019
O -0.35 2.71 -0.16  0.000
H 1.25 -3.11 -0.52  0.054
H -2.34 0.20 3.76  -0.019
O 1.78 -0.55 -1.13  -0.114
H 1.39 -0.76 -0.27  0.006
H 2.04 -1.47 -1.32  0.059
O 1.02 0.80 1.24  -0.033
H -1.48 3.29 -3.71  0.052
H -0.16 1.30 3.76  -0.023
O 0.46 -3.01 -1.12  -0.060
H -0.33 2.59 4.35  0.049
H 1.12 -3.07 1.27  0.082
O -2.97 -0.29 -1.25  -0.028
H 1.16 0.78 -2.70  -0.015
O 3.97 -1.66 -0.33  -0.052
H 4.19 -1.41 -1.24  0.057
H 4.47 -0.97 0.12  0.041
O -1.66 1.87 1.95  -0.027
H 0.55 2.87 -0.50  0.064
H -0.49 1.40 -0.48  0.059
O 0.28 1.84 4.42  -0.044
H -3.36 -1.01 3.87  0.039
H -2.37 2.53 2.02  0.104
O -2.72 -2.91 -1.36  -0.023
H -1.97 -3.51 -1.23  0.068
H -2.13 1.12 1.55  0.071
O 2.31 2.55 -1.10  -0.032
H 0.79 1.65 1.63  0.040
H 1.93 0.80 0.92  0.037
O 1.51 0.35 -3.50  -0.060
H 1.93 -0.33 -2.94  0.027
H -0.65 2.53 -4.73  0.052
O -1.93 0.03 -4.48  -0.068
H -1.02 0.37 -4.50  0.007
H 0.14 -2.21 -0.68  -0.010
O -1.10 -1.47 3.29  -0.067
H 0.02 -0.22 -0.82  0.054
H -1.11 -1.78 4.21  0.087
O -0.62 0.47 -1.07  0.060
H -1.60 -1.76 1.54  0.049
H -1.60 0.17 -1.30  0.062
O -0.91 2.52 -3.80  -0.052
H 2.15 2.81 -2.02  0.076
H -1.71 -0.76 -5.00  0.052
O 3.93 0.38 2.23  -0.049
H 3.79 1.33 2.40  0.057
H 4.34 0.20 3.09  0.061
H 2.27 1.58 -1.20  0.021
H -0.42 -0.79 3.23  0.043

LUMO level = -2.721 eV
Total charge = +1

Entry from the Open Molecules 2025 dataset: a 4-piece molecular cluster, C25H59N6O7 overall (ωB97M-V/def2-TZVPD).

Last column: Löwdin charge in e.
Atoms and positions in Å:
C -3.72 -7.20 3.24  -0.068
C -3.66 -8.32 2.23  -0.430
N -2.56 -8.73 1.73  0.095
C -4.99 -8.97 1.83  -0.335
N -5.55 -8.52 0.58  -0.097
C -6.17 -7.22 0.67  -0.296
C -5.55 -6.52 -0.50  -0.462
O -6.04 -6.43 -1.60  0.041
N -4.21 -5.98 -0.24  -0.173
C -3.21 -6.78 -0.95  -0.108
C -4.15 -4.56 -0.61  -0.094
H -2.73 -6.77 3.42  0.060
H -4.12 -7.58 4.19  0.068
H -4.39 -6.40 2.91  0.054
H -1.78 -8.16 2.06  0.021
H -4.77 -10.04 1.74  0.084
H -5.68 -8.85 2.69  0.087
H -5.92 -6.65 1.57  0.079
H -7.28 -7.21 0.57  0.090
H -3.15 -7.77 -0.48  0.049
H -3.47 -6.92 -2.02  0.084
H -2.23 -6.30 -0.87  0.063
H -4.02 -3.94 0.28  0.065
H -3.29 -4.37 -1.27  0.063
H -5.05 -4.25 -1.14  0.074
C -0.21 -3.63 -3.76  -0.119
O -0.27 -4.35 -2.55  -0.197
C 0.77 -5.28 -2.33  -0.214
C 1.71 -4.81 -1.24  -0.215
N 2.49 -3.66 -1.67  -0.052
C 3.26 -3.01 -0.61  -0.201
C 2.52 -2.46 0.60  -0.225
O 1.72 -1.32 0.34  -0.194
C 0.43 -1.59 -0.20  -0.094
H -1.17 -3.16 -3.91  0.089
H 0.57 -2.85 -3.75  0.074
H -0.01 -4.30 -4.61  0.087
H 1.32 -5.49 -3.26  0.121
H 0.30 -6.21 -2.00  0.121
H 2.40 -5.63 -1.00  0.124
H 1.10 -4.62 -0.35  0.106
H 1.88 -2.98 -2.10  0.069
H 3.80 -2.18 -1.07  0.118
H 4.01 -3.72 -0.25  0.117
H 3.27 -2.12 1.31  0.102
H 1.92 -3.22 1.11  0.115
H 0.01 -2.51 0.22  0.092
H 0.45 -1.68 -1.29  0.072
H -0.21 -0.76 0.07  0.087
C 3.55 4.17 -0.52  -0.099
O 4.32 4.30 0.65  -0.187
C 3.59 4.62 1.82  -0.216
C 3.50 3.45 2.77  -0.221
N 2.65 2.40 2.24  -0.045
C 2.65 1.15 2.99  -0.194
C 3.96 0.40 3.18  -0.219
O 4.47 -0.17 1.99  -0.199
C 5.19 0.70 1.14  -0.093
H 4.24 4.19 -1.37  0.090
H 2.99 3.23 -0.55  0.083
H 2.84 5.00 -0.63  0.071
H 2.58 4.97 1.56  0.112
H 4.11 5.44 2.33  0.120
H 3.06 3.80 3.71  0.123
H 4.52 3.12 2.99  0.105
H 2.90 2.21 1.28  0.073
H 1.96 0.46 2.48  0.114
H 2.23 1.34 3.98  0.118
H 3.76 -0.44 3.84  0.122
H 4.73 1.02 3.66  0.111
H 5.78 1.42 1.71  0.088
H 4.54 1.24 0.45  0.075
H 5.87 0.08 0.54  0.089
C -1.10 10.24 -3.30  -0.117
O -0.24 10.26 -2.18  -0.192
C -0.89 10.41 -0.93  -0.219
C -0.83 9.13 -0.11  -0.222
N -1.65 8.09 -0.70  -0.051
C -1.52 6.77 -0.09  -0.198
C -0.15 6.10 -0.08  -0.233
O 0.31 5.68 -1.35  -0.189
C 0.89 6.68 -2.16  -0.108
H -0.47 10.34 -4.19  0.088
H -1.66 9.30 -3.38  0.079
H -1.80 11.07 -3.28  0.087
H -1.93 10.72 -1.07  0.121
H -0.37 11.19 -0.38  0.121
H -1.21 9.35 0.89  0.124
H 0.22 8.85 -0.01  0.105
H -1.46 8.02 -1.69  0.071
H -2.21 6.10 -0.61  0.122
H -1.86 6.84 0.95  0.119
H -0.23 5.19 0.51  0.124
H 0.61 6.73 0.39  0.107
H 1.44 7.41 -1.56  0.089
H 0.15 7.21 -2.77  0.074
H 1.59 6.19 -2.84  0.087

LUMO level = 1.727 eV
Total charge = -1

Largest force on an atom, record by record: 1.02; 4.07; 2.27; 0.33 eV/Å
E_tot, record by record: -4637.33481; -385.24257; -1452.65460; -1842.94638 Ha